Record 1
Computed, not measured: C33H50CsGeN2PSbSe4 as an isolated structure at a distorted geometry, with ωB97M-V with the def2-TZVPD basis set.

- Gap between HOMO and LUMO (alpha / beta): 5.865 / 5.373 eV
- ΔE to the lowest compared entry with this formula, charge and spin: 4.25 kcal/mol
- Total charge: -1
- Lowest unoccupied orbital energy (alpha / beta): 1.3 / 0.8 eV

```
93
Properties=species:S:1:pos:R:3:forces:R:3
Cs 12.924 13.569 7.746 0.27 -0.04 -0.08
C 17.765 14.075 5.623 0.66 -0.51 -0.10
C 17.743 15.110 6.727 -0.26 1.31 -1.24
C 16.379 15.463 7.091 0.22 -0.87 0.68
N 15.297 15.649 7.413 -0.52 0.46 -0.03
H 18.729 14.038 5.114 0.14 0.09 0.23
H 17.061 14.366 4.886 -0.77 0.13 -0.81
H 17.530 13.067 5.952 -0.12 0.03 0.28
H 18.119 16.067 6.331 0.32 -0.27 0.05
H 18.338 14.861 7.569 0.29 -0.36 0.95
C 7.860 21.933 9.209 1.53 -0.10 -0.04
C 8.850 20.808 9.602 -0.26 -0.19 -0.31
C 10.276 21.272 9.731 0.41 0.84 0.37
C 11.369 20.230 9.984 -1.86 -0.60 0.19
Ge 11.738 19.074 8.434 1.04 -0.18 0.41
C 12.378 17.302 9.076 1.20 0.70 -1.10
C 13.412 17.272 10.191 0.80 -0.23 0.77
C 14.475 18.346 10.102 0.32 0.27 1.06
C 15.685 18.034 10.990 0.43 1.89 1.68
H 6.874 21.554 9.122 -1.14 -0.24 0.35
H 8.119 22.205 8.194 0.15 0.41 -0.29
H 7.916 22.851 9.828 -0.09 -0.69 -0.13
H 8.843 20.036 8.830 -0.35 -0.11 -0.19
H 8.565 20.292 10.525 -0.08 0.18 0.02
H 10.265 21.971 10.561 0.20 0.29 0.44
H 10.612 21.905 8.892 -0.39 -0.28 -0.13
H 11.113 19.559 10.835 0.03 0.37 -0.43
H 12.200 20.806 10.287 1.43 0.29 0.17
H 12.934 19.654 7.633 -0.16 0.24 -0.21
H 12.845 16.858 8.148 -0.66 0.10 0.96
H 11.505 16.820 9.394 -0.91 -1.27 0.22
H 13.890 16.285 10.236 0.00 -0.01 -0.58
H 13.065 17.308 11.232 -0.88 0.21 -0.31
H 14.019 19.284 10.473 0.31 -0.12 -0.52
H 14.825 18.467 9.084 0.01 0.17 -0.33
H 15.532 18.095 12.120 -0.46 -0.34 -1.40
H 16.516 18.768 10.885 -0.54 -0.27 -0.39
H 16.110 17.092 10.777 0.37 -1.28 -0.29
C 8.014 12.876 6.059 -0.45 1.33 -0.52
P 9.470 13.186 7.086 0.34 0.61 0.38
C 9.770 11.648 7.992 0.16 0.57 -0.06
C 10.169 10.556 7.235 -0.52 0.62 -1.22
C 10.524 9.373 7.830 0.65 -1.70 -0.33
C 10.600 9.308 9.217 -0.58 1.85 0.24
C 10.283 10.445 9.997 -0.21 -0.47 -0.51
C 9.861 11.635 9.364 -0.27 -0.61 1.44
C 8.808 14.392 8.350 0.84 -0.12 -1.44
C 7.626 14.257 9.079 0.58 1.19 0.69
C 7.214 15.345 9.878 -0.43 -0.21 -0.48
C 7.881 16.576 9.835 -0.06 -1.50 -0.49
C 9.013 16.676 9.054 0.96 0.61 0.65
C 9.536 15.599 8.351 -1.68 0.25 0.50
H 8.200 12.257 5.198 0.28 -0.44 -0.17
H 7.743 13.871 5.648 0.15 -0.40 0.14
H 7.150 12.538 6.584 -0.61 -0.51 0.49
H 10.150 10.776 6.149 0.22 -0.93 0.51
H 10.813 8.435 7.268 -0.33 1.45 0.42
H 10.930 8.414 9.678 0.22 -0.71 0.44
H 10.303 10.357 11.089 0.11 0.22 -0.43
H 9.536 12.517 9.943 0.46 -0.63 -0.20
H 7.083 13.321 9.069 -0.07 0.02 0.05
H 6.307 15.253 10.473 0.18 -0.04 -0.04
H 7.544 17.417 10.392 -0.29 0.45 0.44
H 9.618 17.590 9.138 -0.54 -0.27 -0.34
H 10.425 15.819 7.788 0.25 -0.62 -0.27
C 13.386 11.308 11.275 -1.19 1.79 -0.81
N 14.687 12.009 11.145 -1.49 0.74 0.15
C 15.602 11.543 12.167 -0.13 0.56 1.42
C 14.587 13.521 11.259 1.43 0.83 0.87
C 13.238 14.007 11.725 -0.29 -0.15 -1.36
C 13.087 14.259 13.078 0.82 0.33 0.95
C 11.904 14.684 13.625 -2.07 0.67 -0.93
C 10.839 14.928 12.709 2.11 -0.27 0.98
C 11.055 14.687 11.380 -0.62 -0.58 -1.31
C 12.194 14.139 10.746 0.68 0.36 1.41
H 13.595 10.301 11.163 0.21 -1.93 -0.36
H 12.645 11.662 10.517 0.96 -0.31 0.34
H 12.896 11.504 12.207 0.12 0.28 0.79
H 15.048 11.804 10.163 0.46 -0.10 0.24
H 15.400 12.075 13.129 -0.18 -0.39 -0.72
H 16.607 11.802 11.904 0.62 -0.25 -0.40
H 15.421 10.509 12.340 0.39 -0.94 -0.08
H 14.901 13.986 10.306 -0.30 -0.50 0.20
H 15.428 13.764 12.007 -1.36 0.07 -1.11
H 13.962 14.245 13.735 -0.07 -0.33 -0.11
H 11.738 14.901 14.670 0.36 -0.04 0.18
H 9.922 15.407 12.944 -0.76 0.15 0.77
H 10.175 14.905 10.783 -0.04 0.04 -0.36
Se 16.358 11.981 8.559 0.53 0.05 -0.35
Sb 15.790 9.794 7.520 0.41 0.37 0.15
Se 13.693 10.377 6.409 -0.53 -0.31 -0.36
Se 14.316 8.675 9.149 -0.01 -0.27 -0.17
Se 17.477 8.618 6.276 -0.08 0.11 0.16
```
Positions in Å, forces in eV/Å.

Mulliken population analysis, charges in e, atoms 1 to 4:
1 Cs 1.37
2 C -1.04
3 C -0.15
4 C 0.12

=====

Record 2
Computed, not measured: the molecule C8H15N3O5 at a distorted geometry, with ωB97M-V with the def2-TZVPD basis set.

- Gap between HOMO and LUMO: 9.625 eV
- ΔE to the lowest compared entry with this formula, charge and spin: 154.61 kcal/mol
- Lowest unoccupied orbital energy: 0.2 eV
- SMILES string: NC(=O)CC[C@H](NC(=O)[C@@H](N)CO)C(=O)O

```
31
Properties=species:S:1:pos:R:3:forces:R:3
C -2.953 -0.147 -0.267 -5.27 0.54 -2.28
C -1.838 0.476 0.513 3.63 3.58 -0.42
C -3.947 -1.067 0.505 1.58 -2.67 1.07
C 0.624 1.083 0.250 0.34 -1.30 0.35
C 1.486 2.244 -0.365 -1.74 0.00 2.09
C 1.314 -0.351 0.186 -2.87 0.18 -2.49
C 2.840 -0.308 0.597 0.79 -1.93 -1.45
C 3.445 -1.673 0.006 -4.58 -4.69 0.06
H -3.667 -1.388 -1.912 3.67 1.74 1.28
H -1.851 -1.587 -1.337 -3.07 1.91 -1.41
H -3.692 0.739 -0.677 2.01 -1.40 1.42
H -3.494 -2.119 0.349 0.24 1.50 0.94
H -4.212 -0.925 1.564 1.53 0.73 0.01
H -5.429 -2.225 0.489 0.00 3.61 -2.25
H -0.795 0.697 -1.242 0.04 -0.03 -0.81
H 0.526 1.338 1.348 0.02 0.03 -1.29
H 0.661 -1.055 0.809 1.41 1.05 -0.36
H 0.940 -0.834 -0.951 2.01 1.58 2.97
H 3.446 0.597 0.413 -0.77 -0.69 -0.25
H 2.889 -0.493 1.654 -0.03 -0.08 0.71
H 4.991 -3.186 -0.213 -0.48 1.72 0.27
H 5.561 -1.444 0.204 -1.85 -2.34 -0.61
H -0.397 2.926 -0.122 1.55 0.09 -0.54
N -2.677 -0.827 -1.629 0.68 -2.84 1.95
N -0.809 1.132 -0.338 0.59 -2.24 1.03
N 4.787 -2.183 0.009 -1.14 3.04 0.38
O -1.660 0.816 1.668 -2.21 -2.03 -0.08
O -5.243 -1.287 -0.014 -1.31 -2.99 0.47
O 2.709 2.205 -0.515 -4.03 1.79 -0.45
O 2.385 -2.485 -0.235 6.54 2.69 0.57
O 0.510 3.322 -0.308 2.73 -0.57 -0.85
```
Positions in Å, forces in eV/Å.

Mulliken population analysis, charges in e, atoms 1 to 4:
1 C 0.49
2 C 0.18
3 C -0.70
4 C 0.09

=====

Record 3
Computed, not measured: C30H38BCsN4O4Si as an isolated structure, with ωB97M-V with the def2-TZVPD basis set.

- Gap between HOMO and LUMO: 4.489 eV
- ΔE to the lowest compared entry with this formula, charge and spin: 6.03 kcal/mol
- Total charge: -2
- Lowest unoccupied orbital energy: 3.9 eV

```
79
Properties=species:S:1:pos:R:3:forces:R:3
Cs 0.141 -0.449 -0.991 -0.26 0.00 -0.02
C -1.465 2.103 1.458 0.00 0.00 0.01
O -0.239 1.378 1.576 0.05 -0.01 0.03
C 0.209 1.077 2.813 -0.03 0.01 0.06
C -0.533 1.295 3.972 0.04 0.00 -0.05
C -0.014 0.951 5.215 -0.01 0.00 0.01
C 1.247 0.389 5.313 0.00 -0.01 0.02
C 1.991 0.175 4.160 0.01 -0.02 0.00
C 1.499 0.515 2.906 -0.08 0.03 -0.02
N 2.208 0.241 1.702 -0.02 -0.03 0.05
N 3.451 0.316 1.892 0.06 0.05 -0.08
C 4.348 0.005 0.902 -0.06 -0.08 0.02
C 4.032 -0.645 -0.343 -0.02 0.00 -0.03
O 2.891 -0.972 -0.732 0.26 0.05 0.12
C 5.178 -0.960 -1.200 0.01 0.00 -0.01
C 6.448 -0.670 -0.870 0.00 0.00 -0.04
C 6.772 -0.022 0.367 -0.01 0.02 0.04
C 8.101 0.284 0.702 0.00 -0.01 -0.01
C 8.416 0.906 1.885 -0.01 0.00 0.00
C 7.375 1.240 2.765 0.02 0.00 0.00
C 6.068 0.956 2.457 -0.02 0.00 0.00
C 5.716 0.308 1.247 0.07 0.01 -0.01
H -2.309 1.520 1.832 -0.01 -0.01 0.00
H -1.591 2.282 0.389 -0.02 0.02 0.00
H -1.395 3.053 1.997 0.02 0.00 -0.01
H -1.520 1.728 3.900 -0.01 0.00 0.01
H -0.611 1.116 6.104 -0.01 0.00 0.00
H 1.647 0.102 6.278 0.01 0.01 0.00
H 2.973 -0.276 4.205 0.00 0.00 0.00
H 4.929 -1.444 -2.138 0.01 -0.02 0.00
H 7.263 -0.920 -1.545 0.00 0.00 0.00
H 8.883 0.016 -0.003 0.00 0.00 0.00
H 9.445 1.140 2.132 0.00 0.00 0.00
H 7.602 1.739 3.701 0.00 0.00 0.00
H 5.276 1.231 3.139 0.00 -0.01 0.00
N -0.199 -2.375 2.112 -0.09 0.05 -0.02
C -1.359 -2.570 2.982 0.05 -0.05 0.05
C -2.557 -1.785 2.467 -0.06 0.07 -0.02
C -3.072 -2.336 1.144 0.08 -0.11 0.00
C -4.226 -1.575 0.522 -0.06 0.03 0.00
N -3.893 -0.159 0.348 0.06 0.07 0.07
H 0.525 -3.055 2.300 0.02 0.01 -0.02
H 0.208 -1.462 2.280 0.05 -0.02 0.00
H -1.156 -2.294 4.027 0.00 0.03 0.00
H -1.608 -3.637 2.976 0.01 -0.01 0.00
H -2.271 -0.734 2.359 0.02 -0.02 -0.02
H -3.355 -1.797 3.220 0.00 -0.03 0.01
H -3.378 -3.379 1.283 -0.01 0.01 0.02
H -2.259 -2.374 0.412 0.01 0.01 0.02
H -5.112 -1.639 1.167 0.00 -0.01 0.00
H -4.469 -2.064 -0.428 -0.01 -0.02 0.00
H -4.493 0.255 -0.355 0.02 0.04 0.01
H -2.955 -0.080 -0.040 -0.09 0.00 -0.11
C -1.566 -4.037 -4.102 0.00 0.01 -0.01
Si -2.412 -3.117 -2.611 0.00 -0.06 -0.05
C -3.996 -2.504 -3.558 0.00 0.02 0.02
C -3.218 -4.684 -1.770 0.02 0.03 0.02
H -2.265 -4.710 -4.622 0.00 0.00 0.01
H -0.710 -4.632 -3.766 0.00 -0.01 0.00
H -1.187 -3.315 -4.833 0.00 -0.01 -0.01
H -4.463 -3.316 -4.136 0.00 0.00 0.00
H -3.748 -1.692 -4.250 0.00 -0.01 -0.01
H -4.749 -2.109 -2.866 0.00 0.00 0.00
H -3.744 -5.311 -2.504 0.00 0.01 -0.01
H -3.943 -4.390 -1.002 -0.01 -0.02 0.00
H -2.461 -5.302 -1.274 0.00 0.00 -0.01
O -1.506 2.593 -3.617 0.00 0.04 -0.03
B -1.630 2.639 -2.166 0.02 -0.01 -0.01
O -2.182 3.976 -1.923 0.01 -0.02 0.04
C -2.342 4.609 -3.106 -0.01 0.00 -0.04
C -2.821 5.876 -3.361 0.00 -0.01 0.02
C -2.880 6.291 -4.696 0.00 0.00 -0.01
C -2.472 5.452 -5.724 0.00 0.00 0.00
C -1.989 4.166 -5.456 0.01 -0.01 0.01
C -1.931 3.766 -4.138 0.00 0.00 0.02
H -3.136 6.522 -2.551 0.00 0.00 0.00
H -3.251 7.282 -4.931 0.00 0.00 0.00
H -2.530 5.796 -6.750 0.00 0.00 0.00
H -1.670 3.502 -6.249 0.00 0.00 0.00
```
Positions in Å, forces in eV/Å.

Mulliken population analysis, charges in e, atoms 1 to 4:
1 Cs 1.07
2 C -0.31
3 O -0.30
4 C 0.93

=====

Record 4
Computed, not measured: the molecule CH5NO2S at a distorted geometry, with ωB97M-V with the def2-TZVPD basis set.

- Gap between HOMO and LUMO: 10.091 eV
- ΔE to the lowest compared entry with this formula, charge and spin: 103.00 kcal/mol
- Lowest unoccupied orbital energy: 0.4 eV
- SMILES string: CS(N)(=O)=O

```
10
Properties=species:S:1:pos:R:3:forces:R:3
C 0.441 -1.313 -0.345 -1.61 0.38 3.20
N -0.351 1.324 -0.684 0.15 -3.51 0.94
O -1.566 0.167 1.578 5.57 -0.15 -4.17
O 1.133 0.744 1.339 1.49 0.12 -0.08
S 0.057 0.253 0.555 -7.48 -0.41 2.85
H 0.441 -2.074 0.506 1.07 0.96 -1.16
H -0.507 -1.566 -0.807 0.23 0.33 -0.95
H 1.315 -1.005 -0.893 0.27 -0.80 -0.43
H 0.367 1.980 -0.673 0.68 2.12 -0.23
H -1.331 1.490 -0.575 -0.36 0.97 0.03
```
Positions in Å, forces in eV/Å.

Mulliken population analysis, charges in e, atoms 1 to 4:
1 C -0.74
2 N -0.51
3 O -0.64
4 O -0.53

=====

E for the records above, in order: -372286.6235, -23241.9588, -54979.7918, -17534.4767 eV